{"formula": "C47H44BrN3O4RuS3Si", "method": "ωB97M-V/def2-TZVPD", "orbital_gap_ev": [7.482, 6.378], "homo_ev": [-13.1, -13.2], "charge": 2, "spin_multiplicity": 5, "e_tot_ha": -6435.103690, "fmax_ev_per_a": 0.97, "symbols": ["Ru", "Br", "C", "C", "C", "C", "C", "N", "C", "O", "O", "H", "H", "H", "O", "S", "C", "C", "C", "C", "S", "O", "C", "C", "C", "C", "C", "C", "C", "C", "C", "C", "C", "C", "H", "H", "H", "H", "H", "H", "H", "H", "H", "H", "H", "H", "H", "H", "H", "H", "H", "H", "N", "C", "S", "N", "C", "C", "C", "C", "C", "C", "H", "H", "H", "H", "H", "H", "H", "H", "C", "C", "C", "C", "C", "C", "Si", "C", "C", "C", "C", "C", "C", "C", "C", "C", "C", "C", "C", "H", "H", "H", "H", "H", "H", "H", "H", "H", "H", "H", "H", "H", "H", "H"], "coordinates": [[0.6909, 0.4162, 0.4316], [3.9724, 2.5841, 0.3154], [2.9254, 2.6114, 1.8834], [3.2827, 3.5032, 2.8887], [2.5904, 3.4594, 4.0840], [1.6082, 2.4922, 4.2538], [1.3259, 1.6554, 3.1919], [1.9408, 1.7353, 2.0000], [0.3661, 0.5069, 3.3779], [0.0499, 0.1286, 4.4763], [0.0024, -0.1173, 2.2747], [4.0988, 4.1916, 2.7293], [2.8419, 4.1412, 4.8832], [1.0720, 2.3570, 5.1810], [2.3491, 0.0827, -1.1052], [3.3192, -0.7078, -1.9565], [3.5150, 0.3471, -3.4313], [2.2088, 1.0429, -3.8036], [2.0669, 2.4264, -3.1748], [0.6775, 3.0063, -3.4111], [-0.5703, 2.4822, -2.1640], [0.1399, 1.3836, -1.3581], [-0.5998, 3.9215, -1.1336], [-1.7011, 4.7585, -1.2485], [-1.7509, 5.9050, -0.4668], [-0.7177, 6.1904, 0.4146], [0.3762, 5.3399, 0.5181], [0.4414, 4.1994, -0.2642], [2.3829, -2.0183, -2.7252], [3.0903, -2.9777, -3.4342], [2.3927, -3.9841, -4.0807], [1.0091, -4.0404, -3.9916], [0.3158, -3.0843, -3.2632], [1.0030, -2.0586, -2.6306], [3.8507, -0.3363, -4.2132], [4.3264, 1.0431, -3.2202], [1.3692, 0.4060, -3.5156], [2.1617, 1.1450, -4.8898], [2.7960, 3.1012, -3.6315], [2.2843, 2.3965, -2.1086], [0.2792, 2.7052, -4.3789], [0.6599, 4.0942, -3.3559], [-2.5086, 4.5135, -1.9246], [-2.6001, 6.5689, -0.5411], [-0.7633, 7.0844, 1.0210], [1.1827, 5.5716, 1.2000], [1.2919, 3.5342, -0.2066], [4.1712, -2.9460, -3.4820], [2.9312, -4.7341, -4.6426], [0.4709, -4.8357, -4.4867], [-0.7617, -3.1360, -3.1886], [0.4708, -1.2994, -2.0633], [1.4980, -2.5283, 3.3287], [1.6324, -2.9400, 2.0694], [2.1087, -1.8360, 0.8344], [1.3777, -4.2242, 1.8151], [1.6974, -4.9762, 0.6425], [0.7765, -5.9230, 0.2166], [1.0783, -6.7370, -0.8630], [2.2964, -6.6035, -1.5113], [3.2147, -5.6632, -1.0680], [2.9268, -4.8473, 0.0130], [1.5865, -1.5519, 3.5363], [1.1546, -3.1266, 4.0639], [1.0262, -4.7808, 2.5843], [-0.1660, -6.0366, 0.7365], [0.3643, -7.4799, -1.1886], [2.5380, -7.2459, -2.3455], [4.1770, -5.5780, -1.5516], [3.6583, -4.1408, 0.3743], [-3.5852, -3.8992, 2.0342], [-2.2152, -3.7788, 1.8507], [-1.6472, -2.5421, 1.5895], [-2.4506, -1.4090, 1.4871], [-3.8350, -1.5477, 1.6446], [-4.3977, -2.7807, 1.9339], [-1.9412, 0.3189, 1.0573], [-2.6820, 0.7116, -0.6057], [-3.5208, 1.8086, -0.8073], [-4.2005, 1.9688, -2.0079], [-4.0368, 1.0471, -3.0279], [-3.2103, -0.0572, -2.8441], [-2.5538, -0.2277, -1.6395], [-2.1941, 1.6625, 2.3057], [-2.6365, 1.3063, 3.5861], [-2.8484, 2.2730, 4.5559], [-2.5959, 3.6064, 4.2722], [-2.1393, 3.9772, 3.0147], [-1.9489, 3.0139, 2.0374], [-4.0202, -4.8651, 2.2498], [-1.5862, -4.6583, 1.9131], [-0.5768, -2.4663, 1.4585], [-4.4880, -0.6881, 1.5446], [-5.4663, -2.8680, 2.0720], [-3.6766, 2.5301, -0.0155], [-4.8705, 2.8077, -2.1387], [-4.5698, 1.1715, -3.9603], [-3.1044, -0.7916, -3.6314], [-1.9436, -1.1123, -1.4900], [-2.8108, 0.2664, 3.8272], [-3.2044, 1.9838, 5.5343], [-2.7610, 4.3588, 5.0313], [-1.9461, 5.0179, 2.7913], [-1.6100, 3.3241, 1.0574]], "mulliken_charge": [0.230, 0.004, -0.145, -0.686, -0.664, -1.012, 0.091, 0.502, 0.111, -0.575, 0.663, 0.511, 0.511, 0.592, -0.288, 0.156, -0.900, -0.383, 0.097, -1.335, 0.753, -0.167, 0.201, -0.411, -0.677, -0.817, -0.606, 0.045, 0.952, -0.809, -0.741, -0.771, -0.710, -0.138, 0.518, 0.525, -0.172, 0.645, 0.690, -0.517, 0.610, 0.530, 0.555, 0.461, 0.469, 0.518, 0.071, 0.552, 0.492, 0.438, 0.535, 0.265, -0.179, -0.342, -0.133, -0.016, 0.202, -0.289, -0.833, -0.565, -0.769, 0.007, 0.104, 0.216, 0.353, 0.256, 0.436, 0.482, 0.443, 0.651, -0.846, -0.248, 1.116, 0.286, -0.493, -0.939, 1.319, 0.383, 0.047, -0.578, -0.844, -0.636, -0.436, 0.431, -0.494, -0.835, -0.925, -0.975, 0.602, 0.433, 0.305, -0.649, 0.500, 0.450, 0.403, 0.537, 0.444, 0.507, 0.230, 0.499, 0.455, 0.438, 0.538, 0.182]}

{"formula": "C47H46AsCaF3NOPSSb", "method": "ωB97M-V/def2-TZVPD", "orbital_gap_ev": 7.574, "homo_ev": -9.9, "charge": 1, "e_tot_ha": -6141.127758, "fmax_ev_per_a": 2.57, "symbols": ["Ca", "F", "C", "C", "C", "C", "C", "C", "Sb", "C", "C", "C", "C", "F", "C", "C", "C", "C", "C", "C", "F", "C", "C", "H", "H", "H", "H", "H", "H", "H", "H", "H", "H", "H", "H", "C", "As", "C", "C", "H", "H", "H", "H", "H", "H", "H", "H", "H", "N", "P", "C", "C", "C", "C", "C", "C", "C", "C", "C", "C", "C", "C", "C", "C", "C", "C", "C", "C", "H", "H", "H", "H", "H", "H", "H", "H", "H", "H", "H", "H", "H", "H", "H", "C", "C", "C", "C", "C", "C", "C", "S", "C", "O", "H", "H", "H", "H", "H", "H", "H", "H", "H", "H"], "coordinates": [[0.1971, -1.1128, 1.7142], [-7.4755, -2.2225, 2.2174], [-6.3672, -1.5600, 1.8766], [-5.2248, -1.7526, 2.6626], [-4.0947, -1.0151, 2.3884], [-4.0772, -0.0693, 1.3520], [-5.2175, 0.0701, 0.5715], [-6.3836, -0.6386, 0.8371], [-2.3019, 0.9990, 0.8908], [-2.8836, 2.9880, 1.3980], [-4.1943, 3.3571, 1.0613], [-4.6960, 4.5946, 1.4185], [-3.8532, 5.4974, 2.0357], [-4.4397, 6.6555, 2.3984], [-2.5162, 5.2474, 2.3661], [-2.0751, 3.9555, 2.0457], [-2.5625, 1.1912, -1.1907], [-3.0848, 0.1139, -1.9304], [-3.2943, 0.2291, -3.2883], [-2.9324, 1.3751, -3.9628], [-3.1398, 1.4643, -5.3151], [-2.2736, 2.3979, -3.2982], [-2.1194, 2.3004, -1.8765], [-5.2815, -2.5052, 3.4439], [-3.1923, -1.2176, 2.9548], [-5.2440, 0.7577, -0.2552], [-7.3054, -0.4368, 0.2902], [-4.8974, 2.6664, 0.5127], [-5.7488, 4.8550, 1.2881], [-1.8681, 5.9730, 2.8476], [-1.0845, 3.5853, 2.3777], [-3.3352, -0.8149, -1.3624], [-3.7471, -0.5814, -3.9118], [-1.9003, 3.2471, -3.8612], [-1.6618, 3.1118, -1.3228], [0.6485, -4.7230, 4.1036], [0.8496, -2.8031, 4.3085], [2.5382, -2.8856, 5.2586], [-0.2750, -2.5267, 5.8866], [0.8383, -5.1996, 5.0525], [1.3839, -5.0998, 3.3796], [-0.3879, -5.0376, 3.9077], [2.4760, -3.3757, 6.2158], [2.8376, -1.8084, 5.3706], [3.3002, -3.3913, 4.6678], [-0.0466, -3.2828, 6.6839], [-1.3480, -2.5623, 5.5502], [-0.1356, -1.4938, 6.2366], [0.5679, -1.6124, -0.2857], [1.0707, -1.8907, -1.6816], [-0.0049, -3.1439, -2.5351], [-1.3463, -3.1330, -2.1530], [-2.2411, -3.9981, -2.7394], [-1.7971, -4.9776, -3.6215], [-0.4543, -5.0647, -3.9255], [0.4400, -4.1134, -3.4309], [2.7418, -2.6211, -1.7710], [2.9294, -3.8146, -1.1017], [4.1014, -4.5427, -1.1846], [5.1523, -4.0205, -1.9002], [4.9680, -2.8487, -2.6218], [3.7596, -2.1707, -2.5854], [1.2226, -0.4391, -2.7225], [0.4919, -0.2476, -3.8645], [0.6277, 0.9166, -4.6161], [1.4728, 1.9055, -4.1493], [2.0664, 1.7766, -2.8957], [1.9586, 0.5999, -2.1824], [-1.6952, -2.4193, -1.3972], [-3.2902, -3.8187, -2.5898], [-2.4723, -5.7305, -4.0236], [-0.1237, -5.8056, -4.6050], [1.4865, -4.1698, -3.6731], [2.0999, -4.2687, -0.5153], [4.1724, -5.4739, -0.6210], [6.1258, -4.5020, -1.9521], [5.7693, -2.4816, -3.2742], [3.6624, -1.2862, -3.1766], [-0.1650, -1.0537, -4.2239], [0.0306, 1.0455, -5.4823], [1.5865, 2.8737, -4.6826], [2.7223, 2.5558, -2.5860], [2.4948, 0.4632, -1.2191], [3.5916, 6.0067, -0.8363], [3.5342, 4.6515, -0.2437], [4.6433, 4.0853, 0.3792], [4.5812, 2.8114, 0.9402], [3.3488, 2.1846, 1.0287], [2.2782, 2.6486, 0.3308], [2.3204, 3.9014, -0.2936], [3.3382, 0.9172, 2.2540], [3.3353, 2.0553, 3.7003], [1.9784, 0.2293, 2.3551], [2.7414, 6.2623, -1.4910], [4.4911, 6.2733, -1.3580], [3.4856, 6.7159, -0.0098], [5.5743, 4.6062, 0.2699], [5.3969, 2.3969, 1.5029], [1.3129, 2.0989, 0.3907], [1.4812, 4.3319, -0.8173], [2.3120, 2.4797, 3.7782], [4.0857, 2.8255, 3.5311], [3.6353, 1.5138, 4.5822]], "mulliken_charge": [0.926, -0.312, 0.353, -0.643, -0.779, 0.431, 0.033, -0.918, 1.652, -0.211, 0.315, -0.848, 0.442, -0.311, -0.879, -0.273, 0.491, -0.530, -0.708, 0.147, -0.377, -0.566, -0.598, 0.435, 0.274, 0.281, 0.434, 0.051, 0.448, 0.465, 0.316, 0.513, 0.363, 0.477, 0.453, -1.167, 0.517, -1.108, -1.062, 0.389, 0.331, 0.370, 0.408, 0.240, 0.373, 0.360, 0.303, 0.355, -0.206, 0.793, -0.092, -0.371, -0.566, -0.536, -0.674, -0.206, 0.079, -0.168, -0.756, -0.451, -0.676, -0.292, 0.268, -0.442, -0.771, -0.848, -0.843, -0.180, 0.138, 0.460, 0.378, 0.447, 0.464, 0.320, 0.406, 0.402, 0.386, 0.386, 0.365, 0.523, 0.351, 0.758, 0.475, -1.731, 1.175, -0.669, -1.159, 0.308, -0.392, -0.530, 0.107, -1.000, -0.295, 0.339, 0.403, 0.362, 0.458, 0.680, 0.499, 0.374, 0.238, 0.461, 0.397]}